(1)
A 25-piece molecular cluster, C23H69BF7N5O27S overall. Source: OMol25; level of theory: wB97M-V/def2-TZVPD.

Cartesian coordinates (Å):
C1 -4.10 5.44 4.46
C2 -3.56 4.99 3.45
C3 -2.69 4.56 2.20
C4 -1.70 3.39 2.52
C5 -0.69 3.65 3.64
N1 -0.64 4.90 4.36
C6 0.30 2.59 4.05
C7 1.33 2.83 5.24
C8 2.72 3.41 4.72
F1 3.81 2.51 5.03
C9 0.34 1.25 3.33
C10 -0.64 1.02 2.22
C11 -1.67 2.06 1.81
B1 -2.74 1.74 0.61
O1 -2.51 2.12 -0.75
N2 -4.01 1.03 0.90
C12 -5.16 1.97 1.11
C13 -3.94 0.16 2.11
S1 -0.57 -0.60 1.34
C14 1.21 -1.06 1.56
C15 1.89 -1.93 0.53
C16 1.04 -2.36 -0.72
O2 0.93 -1.52 -1.62
N3 0.41 -3.66 -0.92
C17 -0.23 -3.56 -2.24
O3 0.24 -4.00 -3.25
F2 -1.46 -2.88 -2.31
C18 3.31 -2.36 0.72
C19 4.07 -3.29 -0.28
F3 3.87 -4.64 0.19
F4 3.68 -3.16 -1.61
C20 5.68 -3.06 -0.26
F5 6.19 -3.98 0.67
F6 6.10 -3.38 -1.58
C21 4.02 -1.84 1.94
C22 3.37 -0.95 2.97
N4 4.13 -0.50 4.11
C23 1.91 -0.54 2.78
N5 1.34 0.30 3.83
F7 0.80 -0.55 4.80
H1 -4.31 5.79 5.50
H2 -3.37 4.38 1.31
H3 -2.05 5.46 1.92
H4 0.35 5.14 4.55
H5 -0.95 5.69 3.76
H6 0.83 3.50 6.01
H7 1.58 1.83 5.76
H8 2.70 3.51 3.59
H9 2.99 4.40 5.21
H10 -2.31 3.08 -0.77
H11 -4.92 3.06 0.93
H12 -6.00 1.63 0.42
H13 -5.56 1.91 2.18
H14 -4.99 -0.26 2.27
H15 -3.28 -0.76 1.95
H16 -3.68 0.71 3.07
H17 1.12 -4.41 -0.99
H18 5.93 -1.97 0.00
H19 5.11 -2.09 2.14
H20 3.51 -0.14 4.85
H21 4.60 -1.31 4.55
O4 -4.34 4.88 -0.66
H22 -5.00 5.49 -0.29
H23 -4.81 4.42 -1.36
O5 -2.75 -2.35 -5.32
H24 -2.13 -2.82 -4.75
H25 -2.73 -1.44 -4.99
O6 -0.62 -0.94 -7.22
H26 0.01 -1.10 -6.50
H27 -1.37 -1.51 -7.01
O7 0.50 -2.97 -9.59
H28 0.02 -2.61 -8.83
H29 0.92 -2.20 -9.98
O8 1.92 -2.05 -6.44
H30 1.77 -2.58 -5.65
H31 2.74 -1.57 -6.24
O9 5.13 -3.43 5.20
H32 5.30 -4.14 4.56
H33 4.58 -3.85 5.87
O10 -6.60 6.50 -0.64
H34 -7.25 7.11 -0.27
H35 -7.08 6.05 -1.35
O11 -3.83 -4.42 -7.09
H36 -3.54 -3.71 -6.50
H37 -3.80 -5.21 -6.54
O12 -1.01 -4.95 -11.53
H38 -0.39 -4.41 -11.01
H39 -1.75 -5.09 -10.93
O13 -1.88 1.47 6.46
H40 -2.76 1.32 6.11
H41 -1.31 0.92 5.90
O14 3.82 -4.57 3.18
H42 3.68 -4.67 2.22
H43 3.33 -5.32 3.56
O15 -6.09 2.73 4.23
H44 -5.47 3.26 4.76
H45 -6.83 2.57 4.83
O16 2.14 0.64 7.67
H46 2.77 0.45 8.37
H47 1.39 0.07 7.87
O17 -6.96 -3.66 -7.68
H48 -7.57 -3.49 -6.95
H49 -6.14 -3.92 -7.24
O18 1.28 -5.25 4.82
H50 1.83 -4.51 5.11
H51 0.57 -4.83 4.32
O19 6.16 -2.16 -4.36
H52 6.02 -2.71 -3.57
H53 6.98 -1.69 -4.17
O20 2.15 0.40 -8.43
H54 2.77 0.24 -7.71
H55 1.40 -0.18 -8.22
O21 -4.17 -5.86 -12.29
H56 -4.33 -6.39 -11.50
H57 -3.35 -5.38 -12.09
O22 6.38 -0.02 -1.05
H58 6.93 0.71 -0.75
H59 5.67 0.41 -1.53
O23 -0.97 7.70 3.19
H60 -0.82 8.23 3.98
H61 -1.15 8.35 2.50
O24 5.73 -0.03 -6.57
H62 6.03 0.66 -5.98
H63 5.77 -0.84 -6.04
O25 -4.24 7.74 5.92
H64 -4.10 8.27 6.71
H65 -4.42 8.39 5.23
O26 -0.24 3.25 -1.51
H66 -0.05 3.56 -2.41
H67 0.25 2.42 -1.45
O27 4.07 -5.75 6.52
H68 4.24 -6.46 5.89
H69 3.52 -6.17 7.19

The HOMO energy comes out at -7.9 eV. Its energy above the lowest of the compared OMol25 structures with the same formula, charge and spin is 0.0 kJ/mol. The lowest unoccupied orbital energy comes out at -0.6921 eV. The calculation puts the gap between HOMO and LUMO at 7.2 eV.

---

(2)
A 2-piece molecular cluster, C4H8O2 overall. Source: OMol25; level of theory: wB97M-V/def2-TZVPD.

Cartesian coordinates (Å):
C1 1.48 -0.07 -0.95
C2 0.15 -0.74 -0.79
C3 -0.96 -0.14 -0.35
C4 -1.00 1.30 0.04
O1 -0.56 1.76 1.07
H1 2.30 -0.76 -0.72
H2 1.58 0.80 -0.30
H3 1.62 0.26 -1.98
H4 0.07 -1.77 -1.12
H5 -1.91 -0.67 -0.30
H6 -1.47 1.96 -0.70
O2 -0.68 -0.85 2.28
H7 -0.10 -1.19 1.58
H8 -0.52 0.11 2.23

The HOMO energy comes out at -10.0 eV. Its energy above the lowest of the compared OMol25 structures with the same formula, charge and spin is 174.9 kJ/mol. The lowest unoccupied orbital energy comes out at 0.5670 eV. The calculation puts the gap between HOMO and LUMO at 10.6 eV.

---

(3)
One molecule with the formula C3H8O. Source: OMol25; level of theory: wB97M-V/def2-TZVPD.

Cartesian coordinates (Å):
C1 0.83 1.24 0.01
C2 -0.44 0.34 -0.03
C3 -0.09 -1.11 -0.31
O1 -1.00 -2.05 0.27
H1 1.08 1.59 1.01
H2 1.71 0.75 -0.37
H3 0.64 2.19 -0.49
H4 -1.09 0.86 -0.72
H5 -0.95 0.42 0.94
H6 0.90 -1.33 0.09
H7 -0.12 -1.25 -1.40
H8 -1.47 -1.65 0.99

The HOMO energy comes out at -10.3 eV. Its energy above the lowest of the compared OMol25 structures with the same formula, charge and spin is 51.7 kJ/mol. The lowest unoccupied orbital energy comes out at 1.1355 eV. The calculation puts the gap between HOMO and LUMO at 11.4 eV.

---

(4)
A 2-piece molecular cluster, CH6N2OP overall. Source: OMol25; level of theory: wB97M-V/def2-TZVPD.

Cartesian coordinates (Å):
C1 1.17 -0.79 0.25
N1 1.40 -1.83 -0.23
N2 -2.04 0.08 -0.19
O1 1.70 1.90 0.32
P1 0.49 0.90 0.05
H1 -2.54 0.02 -1.06
H2 1.73 -2.66 -0.72
H3 -1.71 -0.79 0.07
H4 -2.68 0.34 0.54
H5 2.37 1.84 -0.44
H6 0.11 0.98 1.42

The HOMO energy comes out at -13.8 eV. Its energy above the lowest of the compared OMol25 structures with the same formula, charge and spin is 187.1 kJ/mol. As for the total charge: +1. The lowest unoccupied orbital energy comes out at -5.1260 eV. The calculation puts the gap between HOMO and LUMO at 8.6 eV.